C28H24ClN5O4PPtS | ωB97M-V/def2-TZVPD

Values from the calculation:
Energy above the lowest of the compared OMol25 structures with the same formula, charge and spin = 0.9210 eV
2S+1 = 5
<S²> = 6.054
Net charge = +3
E_LUMO (alpha / beta) = -0.3354 / -0.4431 Ha

Structure (XYZ):
```
65
Properties=species:S:1:pos:R:3:forces:R:3
Pt -0.76008 0.05347 1.23432 -0.318 -0.808 0.472
O 0.15614 -1.97063 2.05632 0.033 0.485 -0.141
C -0.09030 -3.14492 1.79758 0.722 -0.614 0.783
C -0.87943 -3.67599 0.72550 -0.315 -0.472 -0.726
C -0.77001 -5.02981 0.38911 0.521 1.224 1.151
C -1.46760 -5.53726 -0.68935 -0.677 0.513 -0.718
C -2.31918 -4.72251 -1.45310 -0.020 -0.588 -0.131
C -2.47631 -3.40606 -1.12839 -0.370 0.183 0.089
C -1.77445 -2.80875 -0.01934 0.193 -0.386 0.085
O -1.99243 -1.60594 0.25473 -0.015 0.446 -0.085
N -1.29475 -6.96754 -1.05106 -0.182 0.878 0.015
O -0.71099 -7.63487 -0.24671 0.348 -0.585 0.420
O -1.74762 -7.27860 -2.11510 -0.179 -0.412 -0.513
H 0.36576 -3.90930 2.44919 0.041 0.133 -0.056
H -0.12299 -5.68935 0.95830 -0.042 -0.021 -0.005
H -2.87000 -5.14941 -2.28454 0.117 -0.068 0.066
H -3.16662 -2.76981 -1.66053 -0.056 0.032 -0.120
C 3.24897 1.57072 5.02972 0.350 0.056 -0.025
C 1.81235 1.27431 5.04887 -0.448 0.012 0.347
N 1.02313 1.43791 6.06322 1.364 0.409 0.664
N -0.20466 1.11411 5.68073 -0.440 -0.526 -1.436
C -0.23503 0.73998 4.39207 0.483 0.245 0.312
S -1.62320 0.32882 3.51512 -0.400 -0.238 -0.832
N 1.06209 0.82335 3.96723 -0.742 0.075 0.784
N 1.48730 0.50679 2.68249 -0.029 -0.140 -0.382
H 3.54004 1.87268 6.03342 0.032 -0.009 -0.026
H 3.47169 2.39356 4.34914 0.017 0.043 -0.021
H 3.84265 0.70595 4.73779 0.026 -0.077 -0.001
H -0.97049 1.17141 6.34668 0.060 -0.040 -0.221
H 2.23360 1.14188 2.39255 -0.276 0.043 0.103
H 1.85042 -0.45069 2.65481 -0.142 0.194 0.157
Cl -3.11648 1.21698 0.45207 -0.168 -0.385 0.507
C -2.72722 2.44884 -0.68509 0.354 0.813 -0.775
C -3.71360 3.33746 -1.08757 0.131 -0.406 0.294
C -3.39226 4.34018 -1.99072 0.184 -0.022 -0.030
C -2.10486 4.45469 -2.49809 -0.001 -0.057 0.024
C -1.12007 3.56539 -2.09521 -0.023 -0.007 -0.003
C -1.42455 2.54427 -1.19344 0.018 -0.390 0.642
P -0.13373 1.38484 -0.66135 0.012 0.300 -1.498
C 1.45567 2.15131 -1.02739 -0.207 -0.229 0.552
C 1.92439 3.18184 -0.20620 -0.057 -0.104 -0.049
C 3.08844 3.84697 -0.54363 0.022 -0.054 0.024
C 3.78307 3.48236 -1.69296 -0.067 -0.074 -0.079
C 3.31649 2.45490 -2.50652 0.064 0.067 -0.024
C 2.15897 1.77530 -2.17448 -0.156 -0.017 0.035
C -0.18579 -0.10853 -1.69088 0.168 0.216 0.519
C 0.73602 -1.10545 -1.33103 0.113 0.071 -0.100
C 0.81817 -2.26578 -2.07408 0.006 -0.088 0.052
C -0.02485 -2.44299 -3.16768 0.114 0.022 0.088
C -0.93019 -1.44895 -3.52965 -0.153 0.077 0.053
C -1.03270 -0.28570 -2.78206 -0.091 -0.045 -0.010
H -4.71324 3.24978 -0.69120 -0.098 0.018 0.044
H -4.15591 5.04359 -2.28200 -0.085 0.068 -0.070
H -1.86765 5.24196 -3.19969 0.026 0.000 -0.004
H -0.11265 3.65389 -2.47553 0.038 0.071 -0.048
H 1.36023 3.46193 0.67246 -0.024 0.142 0.119
H 3.45793 4.64600 0.08139 0.006 0.072 0.022
H 4.68642 4.00870 -1.96410 0.058 0.030 -0.001
H 3.84307 2.18715 -3.41214 0.065 0.026 0.016
H 1.77872 0.99192 -2.81533 0.098 0.001 -0.051
H 1.41776 -0.93290 -0.50388 0.058 -0.055 -0.053
H 1.55302 -3.01620 -1.82241 0.044 -0.089 -0.002
H 0.04272 -3.35041 -3.75051 0.012 -0.027 -0.098
H -1.55005 -1.58661 -4.40377 -0.054 0.033 -0.052
H -1.73328 0.48974 -3.05810 -0.061 0.032 -0.056
```
Positions in Å, forces in eV/Å.



C26H42BrF2O8 | ωB97M-V/def2-TZVPD

Values from the calculation:
Energy above the lowest of the compared OMol25 structures with the same formula, charge and spin = 0.0000 eV
Net charge = -1
E_LUMO = 0.0889 Ha

Structure (XYZ):
```
79
Properties=species:S:1:pos:R:3:forces:R:3
C -1.33309 0.42682 1.20767 -0.082 0.128 -0.089
C -0.47688 1.57001 1.76589 -0.232 0.152 0.005
C 0.67170 1.06753 2.63069 0.069 -0.159 -0.018
F 0.90015 2.26199 3.56988 0.033 0.256 0.247
C 1.89772 0.58701 2.03384 -0.949 -0.596 -0.595
C 2.28235 -0.80833 2.49198 0.539 0.098 0.247
C 1.32746 -1.95419 2.16735 -0.011 -0.045 -0.131
C 1.41653 -2.42528 0.71746 -0.341 0.130 -0.094
F 1.64824 -3.07522 2.99945 0.090 -0.084 -0.005
C 2.02732 0.81507 0.54301 0.431 0.110 0.029
C 2.36708 2.27033 0.16041 -0.158 -0.002 0.062
C 1.82027 2.75510 -1.18824 -0.029 -0.158 -0.153
Br 4.34363 2.50099 0.20082 0.110 0.022 0.012
H -1.52265 -0.31886 1.98655 0.019 0.013 -0.072
H -2.31270 0.79684 0.88013 0.151 -0.013 0.022
H -0.87546 -0.06656 0.34384 0.053 -0.021 0.170
H -1.11440 2.20728 2.38658 0.081 -0.080 -0.070
H -0.10760 2.20256 0.94912 -0.060 -0.104 0.088
H 0.25431 0.34553 3.35117 0.048 0.138 0.066
H 3.25076 -1.07375 2.03065 -0.050 -0.039 0.203
H 2.44425 -0.83268 3.58045 -0.053 0.008 -0.120
H 0.29742 -1.71719 2.44362 0.085 0.140 -0.008
H 1.70056 -3.48025 0.69693 0.072 0.089 -0.023
H 2.14121 -1.83117 0.16239 -0.032 -0.186 0.041
H 0.46212 -2.33159 0.18398 0.103 -0.009 0.142
H 2.84569 0.18201 0.16805 -0.180 0.080 -0.093
H 1.14483 0.54848 -0.07896 0.100 0.060 0.116
H 2.05958 2.92473 0.97504 0.065 -0.066 -0.072
H 1.28664 1.94340 -1.69694 0.088 0.097 0.083
H 2.60816 3.10433 -1.85712 -0.063 0.014 0.080
H 1.11029 3.57445 -1.04625 0.056 -0.040 0.008
O -1.63434 0.72257 -2.86039 -0.160 0.015 -0.030
C -1.01812 -0.08385 -3.49784 0.091 -0.018 0.002
O 0.26515 -0.37072 -3.22933 0.125 -0.030 0.046
C 0.80241 -1.29723 -4.19423 -0.087 -0.013 -0.094
C -0.42036 -1.99803 -4.78473 -0.041 0.055 0.083
C -1.48673 -0.90982 -4.68495 0.093 -0.058 0.076
H 1.34640 -0.71645 -4.94288 -0.003 -0.021 -0.028
H 1.49735 -1.96304 -3.69440 0.000 0.048 0.073
H -0.24804 -2.36743 -5.79317 0.016 0.036 -0.019
H -0.69364 -2.84427 -4.15338 0.004 -0.020 -0.009
H -1.49524 -0.25421 -5.55853 -0.018 0.001 -0.017
H -2.49814 -1.27005 -4.51610 -0.025 0.029 -0.023
O -4.04759 0.64159 4.48548 -0.116 -0.035 -0.002
C -3.13040 0.94118 5.19515 0.089 -0.009 0.071
O -2.10524 1.70009 4.77477 0.000 0.037 0.002
C -1.10933 1.84073 5.80829 0.027 -0.051 0.097
C -1.85850 1.56471 7.11153 -0.077 -0.005 -0.095
C -2.91541 0.56322 6.65342 0.030 0.122 -0.010
H -0.31554 1.11704 5.62418 0.012 0.030 -0.076
H -0.68657 2.83652 5.73034 0.016 -0.006 -0.076
H -1.20281 1.20020 7.89960 0.016 -0.039 -0.018
H -2.34322 2.47679 7.46451 0.009 0.011 0.014
H -2.55447 -0.46693 6.67928 0.015 -0.009 0.007
H -3.85851 0.61340 7.19126 -0.017 -0.058 -0.003
O 3.57930 -2.95562 -3.64603 0.015 -0.085 -0.164
C 4.30074 -2.79825 -2.70114 0.163 0.072 0.155
O 3.82628 -2.56889 -1.46831 -0.103 -0.034 -0.075
C 4.89681 -2.32260 -0.53546 0.037 0.071 0.023
C 6.12308 -2.97148 -1.17403 -0.087 -0.016 -0.063
C 5.81967 -2.80889 -2.66274 -0.040 -0.047 0.100
H 5.00066 -1.24179 -0.42246 0.026 0.013 0.009
H 4.60277 -2.74769 0.42010 -0.010 -0.019 -0.002
H 7.05469 -2.51278 -0.85123 -0.008 0.049 -0.018
H 6.15582 -4.03135 -0.91788 0.014 -0.006 0.022
H 6.16504 -1.84986 -3.05419 0.013 0.010 -0.005
H 6.20341 -3.60156 -3.29930 0.014 0.025 -0.042
O -7.14323 0.58066 -4.94592 -0.091 -0.051 0.007
C -6.35468 1.04658 -4.17394 0.064 -0.010 0.048
O -5.38258 1.89336 -4.56768 0.085 0.073 0.007
C -4.51682 2.22257 -3.45427 -0.015 -0.031 0.096
C -5.35820 1.96475 -2.20847 -0.074 -0.008 -0.074
C -6.24681 0.81499 -2.67637 0.016 0.124 -0.024
H -3.64216 1.57572 -3.48587 0.026 0.017 -0.015
H -4.20428 3.25713 -3.56796 -0.030 0.012 -0.050
H -4.74765 1.73848 -1.33775 0.025 -0.048 -0.019
H -5.97236 2.83747 -1.98093 0.009 0.012 0.013
H -5.77579 -0.15811 -2.52300 0.003 -0.012 0.013
H -7.23827 0.79174 -2.23252 -0.006 -0.058 0.007
```
Positions in Å, forces in eV/Å.



We obtain strongest force on any atom values of 1.8, 1.3 eV/A for the records listed above, in that order.
We obtain total energy values of -80926.490, -119501.945 eV for the records listed above, in that order.